Molecular formula: C30H32N3S
Method: DFT, ωB97M-V/def2-TZVPD

The largest force on an atom is 0.053 Eh/bohr. For the HOMO energy, the calculation gives -9.94 eV. For the energy relative to the best compared isomer or geometry (same formula, charge and spin), the calculation gives 310.9 kJ/mol. The net charge is +1. The electronic energy is -46926.828 eV. The value obtained for the HOMO-LUMO gap is 4.59 eV.

Cartesian coordinates (Å):
C: -1.78786 2.30325 -5.49155
N: -1.64325 1.51159 -4.27678
C: -1.95590 0.19167 -4.16546
C: -1.80049 -0.23028 -2.79141
C: -2.17898 -1.45118 -2.16170
C: -1.30153 -2.52756 -1.84815
C: 0.01713 -2.29292 -1.39510
C: 0.81542 -3.33273 -0.94844
C: 0.38601 -4.66899 -1.01415
C: 1.27135 -5.78509 -0.49776
C: -0.86216 -4.93003 -1.61786
C: -1.71982 -3.89558 -1.95202
C: -1.39234 0.97456 -2.09366
C: -1.43963 1.31943 -0.75059
C: -1.63803 2.64736 -0.35914
C: -1.57723 3.64852 -1.35077
C: -1.24110 3.33955 -2.67696
C: -1.26663 2.01159 -3.03633
H: -1.64391 3.37216 -5.29154
H: -1.05453 1.97122 -6.23558
H: -2.79393 2.16711 -5.91257
H: -2.30448 -0.35422 -5.04269
H: -3.25454 -1.67918 -2.16811
H: 0.37794 -1.26751 -1.35048
H: 1.80593 -3.10708 -0.54311
H: 0.76966 -6.76046 -0.53317
H: 2.20164 -5.88214 -1.07882
H: 1.57938 -5.59621 0.53930
H: -1.14317 -5.97176 -1.80719
H: -2.72091 -4.11168 -2.34229
H: -1.35343 0.54156 -0.00576
H: -1.84218 2.91712 0.69389
H: -1.80099 4.68135 -1.08395
H: -1.03105 4.07070 -3.44742
C: -2.52484 -1.30683 2.24249
C: -1.14592 -1.33351 2.89225
C: -1.31118 -1.46504 4.42959
C: -0.19165 -0.18606 2.47369
C: 0.99217 -0.32049 3.42188
C: 2.00959 0.76296 3.30702
N: 2.13315 1.13601 1.90340
C: 2.98236 2.17894 1.53842
C: 3.12878 2.30137 0.15082
C: 3.78275 3.41624 -0.36517
C: 4.15979 4.44480 0.51030
C: 3.87859 4.37039 1.88735
C: 3.28072 3.21917 2.41834
S: 2.18164 1.07727 -0.63394
C: 1.43246 0.52135 0.89144
N: 0.33782 -0.18722 1.06104
H: -3.08333 -0.40047 2.50602
H: -2.46723 -1.40558 1.15781
H: -3.08643 -2.16016 2.63109
H: -0.61978 -2.25049 2.57720
H: -1.45934 -0.49864 4.93740
H: -2.18997 -2.07502 4.66990
H: -0.46998 -1.99391 4.90029
H: -0.70488 0.80222 2.60250
H: 0.67443 -0.32607 4.46893
H: 1.47787 -1.28734 3.18168
H: 1.74402 1.63398 3.91821
H: 2.96910 0.38200 3.67932
H: 3.93643 3.42750 -1.43859
H: 4.63049 5.33193 0.09201
H: 4.09943 5.20509 2.55806
H: 2.94654 3.16141 3.46657